Molecular formula: C22H85B3NO24PS
Method: DFT, ωB97M-V/def2-TZVPD

Its total energy is -3563.6384 Eh. The multiplicity is 1. The value obtained for the HOMO energy is -8.8 eV. As for the net charge: 0.

Each line ends with the Löwdin charge.
Atoms and positions in Å:
C  1.64804  0.15100  1.10481  -0.108
N  2.58923  -0.11883  0.02329  -0.104
C  2.67846  1.07854  -0.85415  -0.080
B  1.39405  1.15800  -1.78944  -0.471
O  0.69878  2.41190  -1.85768  0.242
B  -0.56324  2.10774  -1.28910  -0.562
C  -1.02896  2.69697  0.12839  -0.083
S  -2.17099  4.12806  0.00071  0.784
O  -1.61700  5.18849  0.90652  -0.385
O  -3.46484  3.70014  0.59662  -0.374
O  -1.35864  1.20443  -2.04023  0.203
B  -0.54170  0.02127  -2.12292  -0.579
P  -1.40128  -1.64598  -1.61282  0.937
C  -1.75891  -1.49596  0.21824  -0.253
O  -2.92422  -1.57290  -2.35707  -0.331
O  0.82633  0.08936  -2.52592  0.214
H  0.60649  0.18223  0.73756  0.069
H  1.85565  1.08292  1.66631  0.091
H  1.69542  -0.66968  1.83406  0.082
H  3.50636  -0.19227  0.44625  0.097
H  3.63463  1.11103  -1.39145  0.125
H  2.62779  1.96225  -0.18056  0.114
H  -0.12295  3.05912  0.66578  0.091
H  -1.46609  1.93569  0.78778  0.109
H  -2.33673  4.57956  -1.29115  0.106
H  -2.23065  -0.51146  0.39537  0.039
H  -2.47058  -2.29167  0.45910  0.048
H  -0.82011  -1.59021  0.77372  0.011
H  -3.41719  -0.89730  -1.88561  0.036
C  0.56331  -3.51472  3.81915  -0.147
O  0.22716  -2.80916  2.62903  -0.129
H  0.03527  -3.06207  4.65555  0.077
H  0.26302  -4.56194  3.72550  0.077
H  1.63703  -3.44906  3.99555  0.070
H  0.70717  -3.22799  1.90468  0.063
C  3.25967  -5.08626  2.26740  -0.144
O  2.90421  -4.37280  1.08658  -0.124
H  2.74330  -4.63971  3.10450  0.030
H  2.95698  -6.13319  2.17439  0.081
H  4.33962  -5.02557  2.43697  0.080
H  3.37113  -4.78076  0.35254  0.067
C  -5.58735  2.94614  2.89382  -0.167
O  -6.83350  3.18462  3.54302  -0.132
H  -5.55533  1.90441  2.58026  0.082
H  -5.49423  3.58918  2.01741  0.061
H  -4.76222  3.13746  3.58522  0.067
H  -6.84341  4.10607  3.81073  0.070
C  1.41683  -7.20643  4.70799  -0.142
O  2.16939  -6.11200  5.22998  -0.135
H  0.57686  -6.80698  4.14425  0.070
H  2.03804  -7.81120  4.04249  0.076
H  1.03684  -7.82827  5.52208  0.080
H  2.90364  -6.48142  5.72297  0.081
C  0.83215  2.75834  -5.27994  -0.125
O  -0.10645  1.70095  -5.10403  -0.106
H  0.43798  3.45624  -6.01695  0.069
H  0.98380  3.28191  -4.33214  0.075
H  1.78378  2.35801  -5.63908  0.089
H  0.26001  1.10207  -4.45043  0.040
C  -1.79085  4.13968  -8.51686  -0.158
O  -1.80125  2.78449  -8.07300  -0.119
H  -2.10304  4.16422  -9.55723  0.086
H  -2.48740  4.73047  -7.91808  0.067
H  -0.78402  4.55942  -8.43134  0.076
H  -1.52474  2.78305  -7.15248  0.052
C  5.94800  -2.75119  0.03753  -0.146
O  5.86322  -4.13640  -0.30064  -0.129
H  5.41217  -2.17557  -0.71373  0.081
H  5.49082  -2.58112  1.01689  0.073
H  6.99329  -2.43846  0.05375  0.060
H  6.33998  -4.62360  0.37314  0.069
C  -1.51770  -2.90695  -5.48203  -0.154
O  -0.10406  -2.74177  -5.39346  -0.126
H  -1.72173  -3.76418  -6.11988  0.077
H  -1.93891  -3.08936  -4.49021  0.055
H  -1.97411  -2.01572  -5.92155  0.079
H  0.06363  -1.98621  -4.82981  0.047
C  9.42488  -3.31914  -2.58070  -0.143
O  9.03737  -2.92036  -1.26722  -0.136
H  9.69540  -2.42944  -3.14642  0.080
H  10.28441  -3.98834  -2.52413  0.051
H  8.59344  -3.82383  -3.07984  0.082
H  8.80418  -3.71741  -0.78836  0.062
C  -4.41219  6.13187  4.43656  -0.148
O  -4.78639  6.77632  3.22494  -0.118
H  -4.95641  6.59141  5.25906  0.082
H  -4.66406  5.07013  4.39017  0.045
H  -3.33880  6.24883  4.60736  0.081
H  -4.29575  6.35746  2.51328  0.062
C  -5.66878  4.49945  -7.62434  -0.152
O  -4.80984  3.80858  -8.52195  -0.144
H  -6.41784  5.03181  -8.20761  0.081
H  -6.17055  3.79195  -6.95599  0.075
H  -5.09994  5.22129  -7.03050  0.074
H  -4.15461  3.34382  -7.99183  0.049
C  2.10349  4.56330  3.30725  -0.146
O  1.82633  4.41155  1.91664  -0.136
H  3.17044  4.41915  3.46087  0.078
H  1.82529  5.56548  3.64124  0.080
H  1.55376  3.81828  3.88875  0.077
H  0.88416  4.53899  1.79950  0.033
C  0.53127  -4.44170  8.23373  -0.151
O  0.18933  -3.73101  7.04662  -0.144
H  0.00289  -3.98770  9.06936  0.082
H  0.23139  -5.48841  8.14894  0.071
H  1.60823  -4.38015  8.41502  0.076
H  0.66452  -4.14653  6.32248  0.032
C  -2.77440  -4.83093  7.27749  -0.154
O  -2.43628  -6.00293  8.01935  -0.131
H  -2.23851  -3.98815  7.70130  0.064
H  -2.47939  -4.95154  6.23206  0.076
H  -3.85004  -4.64264  7.34160  0.077
H  -2.91576  -6.73647  7.63301  0.068
C  -6.71088  1.45329  6.09709  -0.159
O  -6.32909  0.32660  6.88725  -0.129
H  -6.21936  2.33785  6.49660  0.079
H  -6.40391  1.31081  5.06218  0.055
H  -7.79372  1.59376  6.14335  0.080
H  -6.76956  -0.44118  6.52281  0.065
C  -0.45766  7.75645  -1.11532  -0.173
O  -0.88163  8.18541  0.16148  -0.123
H  -0.19685  8.62679  -1.71341  0.079
H  0.42174  7.11284  -1.01569  0.077
H  -1.26882  7.20997  -1.61048  0.065
H  -1.10233  7.38873  0.65450  0.033
C  13.07094  -5.21018  -1.88058  -0.150
O  11.84950  -4.93983  -1.19804  -0.145
H  13.04566  -6.23895  -2.23199  0.079
H  13.18307  -4.54140  -2.73848  0.077
H  13.92017  -5.08381  -1.20447  0.076
H  11.88709  -4.03020  -0.89424  0.072
C  -6.89125  1.32820  -9.15896  -0.157
O  -8.12801  1.52118  -8.47423  -0.126
H  -6.84932  0.29800  -9.50663  0.078
H  -6.82848  2.00094  -10.01726  0.079
H  -6.05545  1.51462  -8.48336  0.061
H  -8.15040  2.43086  -8.17571  0.055


Molecular formula: C22H88N44O22
Method: DFT, ωB97M-V/def2-TZVPD

Its total energy is -4956.6797 Eh. The calculation puts the energy above the lowest of the compared OMol25 structures with the same formula, charge and spin at 134.85 kJ/mol. The multiplicity is 1. The value obtained for the HOMO energy is -9.2 eV. As for the net charge: 0.

Each line ends with the Löwdin charge.
Atoms and positions in Å:
C  -0.38135  -0.99119  -3.98311  -0.736
O  -0.82934  0.04842  -3.52148  -0.005
N  -0.51676  -1.28093  -5.29145  0.178
N  0.34037  -1.80608  -3.25414  0.205
H  -0.27186  -2.21609  -5.53947  0.095
H  -1.21689  -0.79369  -5.83862  0.117
H  0.68667  -2.68846  -3.56150  0.103
H  0.61003  -1.39737  -2.38381  0.099
C  5.66336  2.34002  3.11548  -0.706
O  5.62063  3.12970  4.05595  -0.004
N  5.85515  1.01674  3.52537  0.147
N  5.29717  2.49762  1.85366  0.196
H  6.07130  1.00262  4.48097  0.083
H  6.05774  0.27728  2.86382  0.060
H  5.64145  1.71425  1.31805  0.090
H  5.24287  3.39781  1.37028  0.094
C  3.53289  -0.74286  -2.41852  -0.570
O  3.01821  -1.82379  -2.09318  -0.049
N  4.54592  -0.13692  -1.63801  0.194
N  3.00208  -0.09798  -3.54653  0.161
H  4.74297  -0.42776  -0.72617  0.028
H  4.84003  0.74328  -2.02564  0.092
H  3.00439  0.91491  -3.63678  0.053
H  2.24735  -0.67749  -3.95415  0.087
C  -2.42296  1.88661  3.47894  -0.605
O  -2.35638  0.65158  3.68363  -0.030
N  -1.74937  2.77426  4.21973  0.172
N  -3.18931  2.37997  2.39339  0.177
H  -1.99953  3.75525  4.09492  0.113
H  -1.25665  2.31503  4.97608  0.089
H  -3.78308  1.67209  2.05928  0.020
H  -3.56997  3.28977  2.27294  0.087
C  -5.44457  -0.12237  0.52969  -0.568
O  -4.96185  1.03341  0.66860  -0.062
N  -6.20847  -0.67500  1.57552  0.167
N  -4.96346  -0.84884  -0.52842  0.180
H  -6.59130  -1.58536  1.59919  0.043
H  -6.37157  0.07367  2.25507  0.110
H  -5.08629  -1.79432  -0.71466  0.045
H  -4.80240  -0.22371  -1.31510  0.069
C  -4.56709  -2.46340  -4.17117  -0.622
O  -4.25452  -3.65150  -3.97234  -0.062
N  -3.61195  -1.51304  -4.41153  0.181
N  -5.91809  -2.14013  -4.10930  0.153
H  -2.71126  -1.92047  -4.07616  0.095
H  -3.78640  -0.53268  -4.10952  0.083
H  -6.59047  -2.84983  -3.85572  0.096
H  -6.24712  -1.15282  -3.99609  0.124
C  2.84466  5.31906  0.88137  -0.585
O  3.94259  4.83060  0.48717  -0.037
N  2.49104  6.67326  0.67710  0.158
N  1.98092  4.55615  1.55938  0.190
H  1.94070  7.16456  1.34529  0.068
H  3.13079  7.22984  0.10579  0.116
H  1.25049  4.89032  2.15780  0.080
H  2.07135  3.56828  1.52044  0.054
C  0.00368  -0.13949  5.76519  -0.638
O  0.05291  0.94808  6.36397  -0.006
N  0.03442  -0.43120  4.45006  0.159
N  0.20271  -1.30412  6.54412  0.124
H  -0.25160  -1.41436  4.32155  0.084
H  -0.40325  0.24270  3.78715  0.069
H  -0.03719  -1.12124  7.50038  0.091
H  -0.19411  -2.18097  6.16925  0.065
C  1.42111  -3.98740  4.72042  -0.677
O  0.29837  -3.97336  5.14742  0.008
N  2.08559  -5.14393  4.31853  0.138
N  2.16412  -2.86357  4.51653  0.183
H  1.45883  -6.00116  4.40922  0.134
H  2.47346  -4.95712  3.40133  0.042
H  1.82442  -2.04164  5.00475  0.074
H  3.12329  -3.07039  4.48423  0.084
C  -5.73313  -4.43089  0.17621  -0.631
O  -6.26174  -3.37765  0.51749  -0.001
N  -5.32247  -5.28348  1.19553  0.149
N  -5.62567  -4.87105  -1.12409  0.168
H  -5.41137  -4.98038  2.16734  0.113
H  -4.91578  -6.18628  1.06682  0.083
H  -5.60332  -4.11538  -1.79494  0.070
H  -5.14517  -5.76149  -1.31820  0.118
C  -2.15807  -3.26050  2.17760  -0.679
O  -2.03422  -3.00112  0.99942  -0.004
N  -1.85928  -4.50794  2.71398  0.172
N  -2.52832  -2.34204  3.04839  0.198
H  -1.56546  -5.29933  2.21448  0.066
H  -1.48634  -4.41506  3.66060  0.073
H  -2.69843  -2.40617  4.01416  0.098
H  -2.70127  -1.37350  2.71367  0.104
C  -1.31705  -4.78000  -2.89715  -0.713
O  -0.18247  -4.95511  -2.45352  -0.033
N  -2.15458  -4.14257  -2.09142  0.196
N  -1.70430  -5.03101  -4.16864  0.161
H  -1.92352  -4.02408  -1.11419  0.087
H  -3.05626  -3.93638  -2.48720  0.047
H  -2.66529  -5.02444  -4.52914  0.090
H  -1.15313  -5.79979  -4.56816  0.117
C  -0.89408  0.22242  0.32753  -0.586
O  -0.70003  1.45543  0.21669  -0.078
N  -2.07114  -0.27680  -0.08552  0.216
N  0.12123  -0.66133  0.75401  0.202
H  -2.34141  -1.17576  0.25420  0.045
H  -2.77327  0.39088  -0.28380  0.065
H  0.83113  -0.20058  1.38504  0.073
H  -0.10572  -1.61377  0.89547  0.050
C  5.20301  -1.81882  1.17531  -0.670
O  5.84694  -0.77137  1.08482  -0.036
N  3.97836  -1.79829  1.88212  0.165
N  5.67543  -2.99042  0.78545  0.197
H  3.44764  -2.70789  1.85399  0.070
H  3.43146  -0.93295  1.97365  0.061
H  5.17803  -3.83202  1.11787  0.116
H  6.40124  -2.95739  0.13052  0.099
C  -1.26411  4.86042  -1.31012  -0.649
O  -1.95514  4.94780  -2.31147  -0.002
N  -1.75273  4.54616  -0.10109  0.183
N  0.09814  5.11349  -1.28011  0.205
H  -1.31536  4.56675  0.79822  0.062
H  -2.41602  3.76216  -0.12823  0.106
H  0.59303  4.74613  -0.50237  0.056
H  0.58418  5.22536  -2.14444  0.063
C  0.61273  5.66896  -4.51898  -0.716
O  1.46630  6.25760  -3.86676  0.002
N  -0.43056  6.32977  -5.07152  0.129
N  0.64458  4.30593  -4.74960  0.164
H  -0.28409  7.33437  -5.10449  0.105
H  -1.32397  5.91824  -4.75801  0.102
H  -0.17575  3.91472  -5.24824  0.114
H  1.35319  3.73765  -4.26083  0.068
C  1.96596  -4.90776  0.57508  -0.630
O  2.87189  -4.88773  1.39830  -0.016
N  1.67921  -3.92186  -0.31619  0.192
N  0.92835  -5.84099  0.62829  0.143
H  2.29511  -3.10247  -0.45768  0.084
H  0.91226  -4.01808  -0.96499  0.052
H  0.56957  -5.91946  -0.31328  0.063
H  1.19258  -6.78404  0.89496  0.102
C  2.18698  2.42891  -2.02965  -0.642
O  2.68181  2.74150  -3.12488  -0.040
N  0.85156  1.93825  -1.95045  0.192
N  2.82325  2.57704  -0.88243  0.200
H  0.53674  1.43889  -2.76955  0.055
H  0.52643  1.61144  -1.05921  0.027
H  2.60933  2.10686  -0.03519  0.066
H  3.60487  3.24987  -0.80968  0.106
C  -1.13565  7.06822  2.08606  -0.657
O  -0.90182  6.01936  2.66074  -0.009
N  -0.65233  7.41636  0.85779  0.182
N  -1.95870  7.94455  2.78425  0.152
H  -0.27046  6.74215  0.27043  0.024
H  -1.23390  8.18461  0.43652  0.144
H  -1.88760  8.90839  2.56421  0.081
H  -1.93579  7.76489  3.76080  0.092
C  5.35054  -5.60171  -3.70478  -0.724
O  5.54280  -6.76414  -3.52240  0.055
N  6.06314  -4.83443  -4.58087  0.126
N  4.27614  -4.95432  -3.13641  0.139
H  5.96014  -3.82759  -4.73409  0.098
H  7.06761  -5.07918  -4.75577  0.124
H  4.05239  -4.02125  -3.45778  0.069
H  3.39691  -5.47590  -3.15953  0.105
C  -3.86372  2.22519  -2.85932  -0.649
O  -4.38716  1.08960  -2.96299  -0.063
N  -2.55091  2.39468  -3.08928  0.195
N  -4.60270  3.32338  -2.54892  0.163
H  -2.02348  3.23357  -2.84023  0.056
H  -2.05742  1.52188  -3.02068  0.051
H  -4.11976  4.23459  -2.31994  0.112
H  -5.54792  3.17309  -2.25395  0.097
C  1.95241  1.51050  2.75811  -0.672
O  2.36635  0.75786  1.89790  -0.018
N  2.68345  1.88065  3.85708  0.220
N  0.69040  2.00044  2.61565  0.160
H  2.46422  2.61113  4.51339  0.116
H  3.66272  1.64806  3.79046  0.058
H  0.25281  2.02364  1.70011  0.061
H  0.38524  2.75704  3.22529  0.090